Entry 1:
21
Properties=species:S:1:pos:R:3:forces:R:3:mulliken_spin:R:1 method="wB97M-V/def2-TZVPD" charge=+3 fmax_ev_per_a=6.70 orbital_gap_ev="12.13 / 4.94" homo_ha="-0.940 / -0.917" multiplicity=2
C -1.609330 -0.322960 -1.532220 0.0 3.6 -0.6 0.18
C -0.167106 -0.689960 -1.125096 1.7 -5.8 -2.9 0.15
C 0.452638 0.276070 -0.206795 -2.9 0.7 3.8 0.15
C -0.044822 0.113721 1.268072 1.4 0.6 -0.2 0.07
C 0.364918 1.063835 3.547452 -2.7 1.4 -1.1 0.02
N 0.645295 1.125378 2.275070 1.5 -1.8 -1.1 0.07
N 0.721813 -0.928699 -2.575492 -2.8 1.6 1.6 0.01
H -2.240414 -0.892835 -0.890005 -0.6 -0.7 1.0 0.05
H -1.849658 -0.456380 -2.610389 0.4 0.0 0.5 0.02
H -1.719298 0.786350 -1.288442 -0.7 -1.2 -0.6 0.01
H -0.155819 -1.804919 -0.787137 0.1 2.1 0.0 -0.01
H 1.433926 -0.113096 -0.188388 2.8 -0.9 -0.3 0.15
H 0.473472 1.335856 -0.318433 0.3 1.0 -1.3 0.01
H -1.135784 0.359234 1.167459 0.0 -0.1 0.7 0.09
H 0.088959 -0.956404 1.684811 -0.4 1.5 -0.4 0.03
H 1.163317 1.253401 4.198592 1.0 0.6 1.3 0.00
H -0.727390 1.102923 3.901823 1.5 -1.1 -0.3 0.00
H 1.658379 1.514741 2.060772 -2.3 -1.2 0.2 0.00
H 1.211521 -0.055892 -2.720942 -0.4 0.9 -1.1 0.00
H 1.498084 -1.566275 -2.597093 0.2 -1.5 0.3 0.00
H -0.062694 -1.144093 -3.263622 1.8 0.3 0.4 0.00

---

Entry 2:
22
Properties=species:S:1:pos:R:3:forces:R:3:lowdin_charge:R:1 method="wB97M-V/def2-TZVPD" fmax_ev_per_a=0.67 orbital_gap_ev=10.14 homo_ha=-0.335 smiles=CC[C@H](N)C[C@@H](N)O
C 1.085146 -2.399399 -1.446847 -0.1 0.2 -0.1 -0.11
C 0.560947 -0.967375 -1.474071 0.1 -0.2 0.4 -0.23
C 0.232368 -0.427444 -0.070983 0.1 0.4 -0.5 -0.41
N -0.809902 -1.182266 0.619653 -0.2 -0.2 0.1 0.04
C -0.222700 1.034494 -0.144985 0.2 -0.2 0.5 -0.12
C -0.115241 1.765076 1.207667 0.2 0.2 -0.4 -0.50
N -1.119262 2.826029 1.212571 0.0 0.1 0.1 0.04
O -0.323301 0.937927 2.306916 -0.1 -0.1 0.3 -0.04
H 1.362855 -2.718405 -2.448634 0.0 -0.1 0.0 0.07
H 0.330675 -3.089727 -1.073806 0.0 -0.1 0.0 0.06
H 1.963352 -2.470090 -0.808078 0.1 -0.1 0.1 0.07
H 1.313998 -0.321591 -1.928922 0.0 0.1 -0.1 0.11
H -0.339121 -0.917363 -2.093395 0.0 0.1 0.0 0.11
H 1.132866 -0.488423 0.551607 0.0 0.0 -0.1 0.15
H -1.630776 -1.261318 0.026972 0.0 -0.1 0.0 0.09
H -0.490189 -2.117048 0.843893 -0.1 0.0 0.0 0.08
H 0.363691 1.575899 -0.887529 0.0 0.0 -0.1 0.11
H -1.271095 1.064415 -0.449594 0.0 0.0 -0.1 0.12
H 0.912543 2.164398 1.330724 -0.3 -0.1 -0.1 0.14
H -0.867950 3.557857 0.558193 0.0 0.1 0.0 0.07
H -1.172567 3.230895 2.140931 0.1 0.0 -0.1 0.07
H -0.896338 0.203458 2.027718 0.1 -0.1 0.0 0.06

---

Entry 3:
22
Properties=species:S:1:pos:R:3:forces:R:3:lowdin_charge:R:1 method="wB97M-V/def2-TZVPD" fmax_ev_per_a=3.66 orbital_gap_ev=7.08 homo_ha=-0.304
C 2.174624 -0.346987 0.882329 -0.3 0.2 -1.5 -0.12
C 1.472347 -1.564035 0.201249 1.3 0.6 0.1 -0.26
C 0.767491 -1.219195 -1.091976 -1.4 1.0 -0.6 -0.16
C -0.206212 0.030132 -1.007332 1.6 -1.7 -2.8 -0.47
C -1.181262 -0.065645 0.024276 -0.2 0.6 1.4 -0.17
N -2.524708 0.008080 -0.277380 1.4 0.5 -0.8 0.12
N -0.201284 0.768576 -2.086938 1.3 0.1 1.5 0.07
H 3.201019 -0.584844 1.173641 -0.4 0.0 0.4 0.07
H 2.239311 0.497055 0.161530 0.1 -0.4 0.4 0.07
H 1.511667 -0.017596 1.669203 0.4 0.3 0.6 0.05
H 2.283212 -2.244091 -0.097139 -0.5 -0.3 0.4 0.10
H 0.818983 -1.979349 0.979838 0.1 -0.5 -0.6 0.10
H 0.137351 -2.017855 -1.461317 -0.2 -0.7 0.2 0.11
H 1.407768 -0.999321 -1.961036 0.2 0.1 0.7 0.11
H -0.963648 -0.673048 0.902127 0.2 0.6 0.1 0.12
H -2.624235 0.135857 -1.280991 -0.3 0.5 0.2 0.10
H -3.086394 0.624214 0.292878 -0.2 -0.4 0.3 0.10
H 0.158838 1.576759 0.450822 -1.2 -1.5 -0.3 0.21
H -0.189438 1.746180 -1.785338 -1.5 0.1 -0.5 0.04
H -2.194163 2.745814 1.342047 0.0 0.2 0.1 0.03
H -1.193777 1.572424 1.148912 -0.4 1.1 1.1 -0.08
O -1.807488 2.006877 1.820597 0.1 -0.5 -0.4 -0.14

---

Entry 4:
22
Properties=species:S:1:pos:R:3:forces:R:3:lowdin_charge:R:1 method="wB97M-V/def2-TZVPD" fmax_ev_per_a=2.77 orbital_gap_ev=8.95 homo_ha=-0.294
C 0.754753 0.777857 0.938286 -1.5 -1.1 -0.8 -0.57
C 1.325619 -0.582608 1.257700 -0.1 0.2 0.0 -0.04
N 1.335301 1.380337 -0.154971 0.4 0.1 -0.8 0.09
N 0.624995 1.604572 2.045442 -0.1 0.1 0.1 0.11
C -1.179365 0.324837 0.400841 1.0 0.8 1.7 -0.15
C -1.897746 -0.652871 0.954448 0.1 0.0 -0.2 -0.07
H 1.037284 2.332231 -0.322582 0.0 -0.1 0.0 0.09
H 1.238990 0.801169 -1.005796 0.1 0.5 0.6 0.07
H 0.213699 1.149744 2.846422 -0.1 0.0 -0.1 0.10
H 0.201363 2.504688 1.865909 0.0 -0.1 0.0 0.09
H -1.680481 1.289796 0.264019 0.0 0.0 -0.1 0.06
H 0.760495 -1.052258 2.058966 0.0 -0.1 0.0 0.07
H 2.362534 -0.453631 1.575367 0.0 0.0 0.0 0.09
H 1.295466 -1.208981 0.370338 0.0 0.0 0.0 0.08
H -1.464968 -1.629770 1.150768 0.1 0.0 0.2 0.05
H -2.942860 -0.546299 1.234460 -0.1 -0.1 -0.2 0.04
C -0.312805 -1.183240 -2.912104 0.0 0.0 -0.4 -0.17
O 0.174096 -0.400074 -1.853991 -1.7 0.2 1.8 -0.24
H -0.553116 -0.280113 -1.059320 2.0 -0.3 -1.9 0.07
H -0.186585 -0.618761 -3.845425 -0.1 -0.2 0.0 0.07
H -1.372998 -1.446735 -2.807842 0.1 0.1 0.1 0.08
H 0.266330 -2.109889 -3.000933 -0.1 0.0 0.0 0.07

---

Entry 5:
22
Properties=species:S:1:pos:R:3:forces:R:3:lowdin_charge:R:1 method="wB97M-V/def2-TZVPD" fmax_ev_per_a=1.44 orbital_gap_ev=9.56 homo_ha=-0.324 smiles="C=C(C)N.CNCO"
C 2.857555 -0.987443 -1.479971 -0.4 0.2 0.2 0.05
C 1.903207 -0.970092 -0.561213 -0.1 -1.1 0.2 -0.43
C 2.159687 -1.229562 0.891078 -0.2 0.1 0.1 -0.05
N 0.532375 -0.732441 -0.859601 -0.1 0.3 -0.8 0.05
H 2.608106 -0.730112 -2.499960 0.3 -0.2 -0.2 0.06
H 3.850940 -1.252478 -1.157674 0.2 0.3 -0.3 0.06
H 3.156220 -1.615820 1.082971 0.1 -0.1 -0.2 0.08
H 2.050666 -0.292732 1.430359 -0.1 0.1 0.1 0.08
H 1.423887 -1.917244 1.310398 0.0 -0.1 0.0 0.08
H -0.129928 -1.485600 -0.743703 0.3 -0.4 0.3 0.12
H 0.361528 -0.322875 -1.768089 0.3 -0.1 -0.2 0.11
C -2.779523 0.273193 -0.518969 -0.2 -0.2 -0.6 -0.16
N -2.583932 1.343765 0.425882 0.6 0.3 0.4 -0.11
C -1.441464 1.145402 1.309270 -0.6 -1.0 0.1 -0.35
O -0.186326 1.109220 0.718134 0.4 0.4 -0.3 -0.11
H -2.028829 0.164660 -1.320896 0.2 0.1 0.2 0.06
H -3.723018 0.392835 -1.058807 -0.1 0.0 0.2 0.07
H -2.823519 -0.678755 0.016610 0.0 0.0 0.0 0.08
H -2.448804 2.236309 -0.027733 -0.2 0.1 -0.3 0.10
H -1.659125 0.183671 1.806977 0.1 0.1 0.2 0.11
H -1.442787 1.928363 2.070158 0.0 0.0 -0.1 0.11
H 0.003164 0.319206 0.091201 -0.6 1.0 0.9 -0.01

---

Entry 6:
22
Properties=species:S:1:pos:R:3:forces:R:3:lowdin_charge:R:1 method="wB97M-V/def2-TZVPD" fmax_ev_per_a=1.98 orbital_gap_ev=9.69 homo_ha=-0.326 smiles="CNC=O.CCCN"
C 0.301809 2.755160 1.255795 -0.2 0.3 0.0 -0.08
N 0.969316 1.490316 1.454845 0.1 0.1 0.2 -0.02
C 1.600667 0.847443 0.448128 0.9 0.5 0.0 -0.41
O 1.552109 1.175779 -0.722070 0.0 -0.2 0.3 0.00
H 0.323982 2.988982 0.194447 0.0 0.0 0.0 0.08
H -0.734698 2.693892 1.577337 -0.1 0.1 0.0 0.08
H 0.797931 3.564970 1.812281 -0.1 -0.3 -0.2 0.09
H 1.143189 1.205273 2.406166 0.1 -0.1 -0.2 0.13
H 2.278485 0.052557 0.815614 -0.4 -0.1 -0.1 0.14
C 0.636661 -2.069681 -0.812646 0.0 0.0 -0.1 -0.13
C -0.393064 -1.462593 0.128449 -1.4 0.1 -0.7 -0.25
C -1.286868 -0.335499 -0.574976 1.4 -0.5 1.3 -0.30
N -2.086066 -0.768142 -1.684726 -0.2 -0.3 -0.4 -0.01
H 1.248653 -1.291732 -1.269488 0.1 0.0 0.0 0.06
H 1.297558 -2.753985 -0.277648 0.0 -0.1 -0.1 0.07
H 0.153749 -2.626231 -1.624992 0.1 0.1 0.2 0.07
H -1.115513 -2.233149 0.420223 0.1 -0.2 0.0 0.09
H 0.052498 -1.163634 1.078255 0.0 0.5 -0.2 0.07
H -1.945607 0.080270 0.192058 0.0 0.1 -0.1 0.10
H -0.598297 0.438067 -0.922600 -0.3 0.1 0.0 0.08
H -1.505783 -1.047338 -2.468887 -0.2 -0.1 0.1 0.07
H -2.690708 -1.540725 -1.425563 0.1 0.0 -0.1 0.07

---

Entry 7:
22
Properties=species:S:1:pos:R:3:forces:R:3:lowdin_charge:R:1 method="wB97M-V/def2-TZVPD" fmax_ev_per_a=3.05 orbital_gap_ev=8.52 homo_ha=-0.279 smiles="CC(C)=CN.CNO"
C 0.706833 -1.099331 -1.253451 -0.1 0.2 0.1 -0.05
C 0.980984 -0.683948 0.160859 0.9 0.8 0.4 -0.38
C 0.936950 -1.788730 1.174083 -0.1 0.0 -0.1 -0.07
C 1.369199 0.559863 0.529797 0.9 -1.2 -0.7 -0.21
N 1.563540 1.646146 -0.342845 -0.2 0.1 0.1 0.05
H 1.015831 -0.353574 -1.983299 0.0 0.0 -0.1 0.06
H -0.356248 -1.298169 -1.394540 -0.1 0.0 0.0 0.07
H 1.241278 -2.023954 -1.476710 0.0 0.0 0.0 0.08
H 1.045113 -1.406608 2.186965 0.0 0.0 0.1 0.08
H 1.739734 -2.505488 0.988269 0.1 0.0 0.0 0.08
H 0.004638 -2.348366 1.097737 -0.1 0.0 0.1 0.08
H 1.727554 0.724120 1.540628 -0.4 0.1 0.1 0.12
H 2.141842 2.381780 0.036673 -0.1 -0.2 -0.1 0.08
H 1.858701 1.392362 -1.276169 -0.1 0.1 0.1 0.07
C -1.976299 1.559875 -0.372321 0.2 -0.5 0.1 -0.14
N -1.711156 0.562167 0.645917 0.0 1.5 1.3 -0.18
O -2.265671 -0.710465 0.308295 1.4 -0.4 -0.5 -0.10
H -3.042893 1.792580 -0.384343 0.0 0.1 -0.1 0.07
H -1.422220 2.454112 -0.093598 0.0 0.1 0.0 0.07
H -1.653145 1.251667 -1.373343 0.0 0.0 -0.1 0.07
H -0.674048 0.568628 0.941803 -2.5 -1.3 -1.1 0.10
H -3.230516 -0.674665 0.339593 0.2 0.7 0.5 0.08

---

Entry 8:
22
Properties=species:S:1:pos:R:3:forces:R:3:lowdin_charge:R:1 method="wB97M-V/def2-TZVPD" fmax_ev_per_a=1.81 orbital_gap_ev=10.11 homo_ha=-0.338 smiles=NCCC[C@H](N)CO
N -3.022309 0.397567 0.842880 -0.2 -0.1 0.3 -0.01
C -1.716621 0.675844 1.407974 -0.1 0.2 0.1 -0.31
C -0.658380 1.292157 0.468169 -0.6 -0.5 1.0 -0.19
C -0.231629 0.284999 -0.599846 1.1 0.0 0.4 -0.17
C 1.116467 -0.363380 -0.232573 -0.4 -1.7 -0.6 -0.39
N 2.326158 0.352662 -0.610262 -0.3 0.1 0.4 0.05
C 1.146684 -1.802961 -0.853983 1.0 0.5 0.4 -0.23
O 2.454191 -2.338232 -0.866638 -0.4 -1.0 0.1 -0.08
H -3.593789 1.224128 0.761705 0.0 0.0 -0.2 0.06
H -3.000519 -0.100333 -0.033913 0.1 0.1 -0.1 0.05
H -1.857373 1.348885 2.256301 -0.1 0.1 -0.1 0.11
H -1.333319 -0.233723 1.883066 0.1 -0.1 -0.3 0.11
H -1.036052 2.254714 0.124707 0.0 -0.1 -0.3 0.11
H 0.155733 1.496564 1.171544 0.4 0.2 -0.4 0.10
H -0.924315 -0.556071 -0.674044 -0.4 0.2 -0.1 0.10
H -0.106943 0.699874 -1.602231 -0.2 0.1 0.0 0.11
H 1.137531 -0.634451 0.824792 0.2 0.7 0.2 0.14
H 2.545605 1.070170 0.066640 0.1 0.1 0.1 0.08
H 2.149703 0.824730 -1.481468 0.1 0.2 -0.4 0.08
H 0.759189 -1.843473 -1.876347 -0.4 0.1 0.1 0.12
H 0.605920 -2.420774 -0.135977 -0.6 -0.2 -0.5 0.12
H 3.084074 -1.628903 -0.840495 0.4 0.9 0.0 0.05

---

Entry 9:
22
Properties=species:S:1:pos:R:3:forces:R:3:lowdin_charge:R:1 method="wB97M-V/def2-TZVPD" fmax_ev_per_a=0.78 orbital_gap_ev=10.37 homo_ha=-0.352 smiles=CC(C)(N)[C@H](N)CO
C 0.228250 0.817902 -1.477279 -0.6 0.0 0.0 -0.06
C 0.510950 0.545772 0.010201 0.2 0.3 -0.2 -0.58
C 0.104970 1.778522 0.835171 -0.1 -0.1 0.1 -0.05
N 1.973410 0.355252 0.162451 0.0 -0.1 0.2 0.05
C -0.226560 -0.730058 0.552121 0.3 0.1 -0.4 -0.32
N 0.378950 -2.002268 0.069491 0.2 0.8 0.1 0.04
C -1.739320 -0.773278 0.259131 0.2 -0.6 0.2 -0.22
O -2.308330 -1.926178 0.883611 0.6 -0.1 0.0 -0.09
H 0.805790 1.677692 -1.838559 0.0 -0.2 0.2 0.08
H 0.488070 -0.039598 -2.107419 0.0 0.0 0.1 0.08
H -0.828080 1.051602 -1.648099 0.1 -0.1 0.0 0.08
H -0.950590 2.029602 0.686841 0.2 -0.1 0.0 0.08
H 0.262100 1.610992 1.906971 0.0 0.0 -0.2 0.09
H 0.687950 2.662482 0.550091 0.0 -0.2 -0.1 0.08
H 2.451150 1.250662 0.055541 -0.2 -0.2 0.1 0.08
H 2.324230 -0.231428 -0.593949 -0.1 0.1 0.2 0.07
H -0.104180 -0.762568 1.643671 0.0 0.2 -0.2 0.15
H 1.366300 -1.956698 0.338871 -0.4 -0.3 0.0 0.07
H 0.377880 -2.007298 -0.949359 -0.1 -0.1 0.1 0.07
H -1.942650 -0.850948 -0.813679 0.2 0.2 -0.1 0.11
H -2.254980 0.107612 0.649921 0.1 -0.1 0.0 0.12
H -1.605320 -2.607768 0.824261 -0.5 0.4 0.0 0.07

---

Entry 10:
22
Properties=species:S:1:pos:R:3:forces:R:3:lowdin_charge:R:1 method="wB97M-V/def2-TZVPD" fmax_ev_per_a=1.46 orbital_gap_ev=9.17 homo_ha=-0.303 smiles=NCNCCCCO
N 1.820420 2.453691 -1.090009 -0.3 0.3 -0.1 0.01
C 0.437817 2.713269 -1.425985 0.2 0.1 -0.8 -0.33
N -0.464382 1.617910 -1.131246 0.4 -0.5 0.2 -0.07
C -0.336217 0.776682 0.032432 -1.0 -0.3 1.0 -0.25
C -0.418043 -0.724383 -0.295720 -1.1 0.1 -0.1 -0.20
C 0.381341 -1.650647 0.628570 -0.3 -0.2 -0.9 -0.18
C -0.487979 -2.278765 1.722649 -0.5 1.2 -0.5 -0.26
O -1.147009 -3.394690 1.126880 0.3 -0.5 0.5 -0.07
H 2.116919 1.645948 -1.621529 0.2 -0.1 0.3 0.07
H 1.960147 2.300109 -0.101979 0.1 -0.1 0.0 0.05
H 0.448969 2.831325 -2.516108 -0.2 0.1 0.1 0.11
H 0.134620 3.697589 -1.052926 0.0 -0.1 0.5 0.10
H -1.403491 1.657467 -1.485723 0.0 0.3 -0.1 0.11
H -1.121813 0.986494 0.782404 -0.3 0.1 -0.3 0.11
H 0.506810 0.968454 0.693289 0.7 0.2 -0.7 0.09
H -1.458724 -1.039850 -0.253743 -0.5 0.0 0.7 0.10
H -0.372519 -0.875273 -1.375271 1.4 0.1 -0.1 0.11
H 1.268480 -1.120529 0.970108 0.1 -0.2 0.3 0.11
H 0.672026 -2.486450 0.002481 0.6 -0.3 0.1 0.11
H 0.049791 -2.475597 2.653728 0.0 -0.4 -0.2 0.11
H -1.273180 -1.540368 1.935467 0.1 0.0 0.4 0.11
H -1.313982 -4.062392 1.802237 0.0 0.2 -0.1 0.08

---

Entry 11:
22
Properties=species:S:1:pos:R:3:forces:R:3:lowdin_charge:R:1 method="wB97M-V/def2-TZVPD" fmax_ev_per_a=4.67 orbital_gap_ev=9.22 homo_ha=-0.303
N 3.529009 -0.054468 -0.083042 0.2 0.1 -0.4 0.00
C 2.247026 -0.092131 0.530926 -1.0 0.3 1.5 -0.30
C 1.083596 0.136831 -0.432636 0.1 -1.5 -0.6 -0.22
N -0.230428 0.019608 0.173100 -0.6 1.1 -0.3 -0.22
C -0.702914 -1.305326 0.534286 0.2 -0.2 -0.3 -0.08
C -1.212358 0.795447 -0.572769 -0.5 -0.5 0.7 -0.21
C -2.579429 0.864985 0.153583 3.7 -0.7 2.7 -0.20
O -3.343344 -0.443984 -0.266260 0.5 4.4 -0.1 -0.11
H 4.136173 0.722125 0.084911 0.0 0.0 0.2 0.06
H 3.990533 -0.883315 -0.400559 -0.1 -0.1 0.2 0.06
H 2.168358 0.562269 1.410775 0.3 0.7 -0.5 0.12
H 2.010351 -0.996170 1.108838 0.4 -0.5 -0.7 0.10
H 1.125679 1.056763 -1.012254 0.3 0.3 0.4 0.11
H 1.244229 -0.660511 -1.186147 -0.2 0.1 -0.2 0.12
H 0.197733 -1.871245 0.760363 -0.3 -0.4 0.4 0.07
H -1.422914 -1.257777 1.350943 0.4 0.0 0.4 0.08
H -1.289770 -1.845931 -0.220777 0.4 0.2 -0.5 0.09
H -0.821472 1.795092 -0.764585 0.0 0.0 0.1 0.12
H -1.463149 0.342117 -1.546202 0.3 0.0 -0.2 0.13
H -2.903358 1.902565 -0.010387 -1.5 -0.6 -0.5 0.12
H -2.412520 0.818833 1.227149 -0.1 -0.1 0.1 0.12
H -3.351037 0.394227 -0.839264 -2.6 -2.7 -2.4 0.04

---

Entry 12:
22
Properties=species:S:1:pos:R:3:forces:R:3:mulliken_spin:R:1 method="wB97M-V/def2-TZVPD" charge=+1 fmax_ev_per_a=4.42 orbital_gap_ev="10.24 / 5.44" homo_ha="-0.494 / -0.490" multiplicity=2
C -0.398446 -0.159274 0.740995 -0.3 0.4 2.8 0.00
N 0.559255 0.234518 -0.208974 3.7 -2.0 1.3 0.71
C 1.514131 -0.820895 -0.760012 -2.0 -1.5 1.5 0.00
C 2.852920 -0.229064 -0.977184 3.2 0.9 -2.0 0.01
O 3.727296 -1.258350 -1.471444 -2.2 -0.6 -0.1 0.01
C -1.603263 0.781076 0.448329 -0.7 -0.6 1.0 0.09
N -2.709702 0.290687 1.311671 -0.6 2.9 0.8 0.03
C -4.018218 0.974613 0.849404 -0.5 -1.1 -0.1 0.00
H -0.689439 -1.245142 0.821989 0.6 1.1 -0.8 0.01
H -0.048416 0.107806 1.959019 -0.6 -0.4 -3.4 0.10
H 1.123974 1.105978 -0.016359 -1.5 -0.5 -0.5 -0.02
H 1.047308 -1.244810 -1.684577 0.6 0.4 0.5 0.03
H 1.557904 -1.729962 -0.016178 -0.2 1.8 -1.1 0.03
H 2.827734 0.420179 -1.874675 -0.5 0.5 0.7 0.00
H 3.396774 0.348183 -0.165227 -1.3 -0.7 -0.4 0.00
H 4.598664 -1.196426 -1.142677 1.4 0.3 0.7 0.00
H -1.176314 1.779437 0.615050 -0.7 0.2 0.2 0.00
H -1.866335 0.734972 -0.619117 -0.1 -0.3 0.4 0.00
H -2.537744 0.681555 2.291467 -0.1 -0.9 -1.6 0.00
H -4.283994 0.426344 -0.084289 -0.1 0.5 0.7 0.00
H -4.920422 0.885421 1.582995 2.0 -0.1 -1.1 0.00
H -3.877676 2.038103 0.576059 0.0 -0.4 0.4 0.00